(1)
Here is a structure of composition C33H30AuINO3PS3 from the Open Molecules 2025 dataset. Energies are from the ωB97M-V functional and the def2-TZVPD basis.

Computed properties:
- Total charge: +2
- LUMO level (spin up / spin down): -7.961 / -7.961 eV

The geometry in XYZ format:
```
73
C33H30AuINO3PS3 the ωB97M-V functional and the def2-TZVPD basis
Au 0.468 0.263 0.507
I 2.888 -0.523 0.732
C 3.632 0.519 2.384
C 4.910 0.959 2.169
C 5.644 1.519 3.229
C 5.067 1.590 4.460
C 3.737 1.155 4.684
C 3.211 1.238 5.993
C 1.939 0.836 6.266
C 1.130 0.392 5.212
C 1.587 0.286 3.912
P 0.210 -0.198 2.822
C -0.134 -1.927 3.083
C -1.344 -2.461 2.632
C -1.592 -3.814 2.784
C -0.633 -4.636 3.363
C 0.577 -4.109 3.795
C 0.832 -2.754 3.658
C -1.152 0.871 3.295
C -1.037 2.219 2.941
C -2.038 3.107 3.284
C -3.151 2.657 3.988
C -3.261 1.323 4.350
C -2.267 0.420 3.997
C 2.944 0.627 3.620
H 5.374 0.864 1.195
H 6.656 1.857 3.060
H 5.622 1.982 5.303
H 3.849 1.624 6.778
H 1.537 0.886 7.268
H 0.099 0.145 5.438
H -2.082 -1.819 2.168
H -2.535 -4.230 2.453
H -0.831 -5.693 3.482
H 1.320 -4.753 4.245
H 1.769 -2.343 4.015
H -0.161 2.581 2.408
H -1.961 4.146 2.996
H -3.932 3.356 4.258
H -4.118 0.981 4.914
H -2.349 -0.615 4.302
C -4.549 1.267 0.865
C -3.624 1.989 -0.095
S -2.341 0.996 -0.854
O -1.588 0.438 0.424
C -3.247 -0.424 -1.527
C -3.370 -1.636 -0.623
H -5.196 2.004 1.341
H -3.985 0.761 1.648
H -5.191 0.549 0.357
H -3.065 2.798 0.379
H -4.151 2.421 -0.952
H -2.713 -0.671 -2.445
H -4.216 -0.011 -1.813
H -2.392 -1.961 -0.273
H -3.803 -2.452 -1.202
H -4.010 -1.450 0.237
O -0.601 5.757 -1.636
S -0.282 4.789 -0.647
O -0.991 4.750 0.602
N -0.417 3.236 -1.293
C 0.709 2.636 -1.269
S 0.873 0.938 -1.764
C 1.877 3.431 -0.780
C 3.217 3.092 -0.725
C 4.110 4.025 -0.208
C 3.672 5.270 0.230
C 2.329 5.626 0.148
C 1.461 4.686 -0.362
H 3.558 2.147 -1.123
H 5.167 3.793 -0.170
H 4.389 5.985 0.611
H 1.987 6.606 0.454
```

***

(2)
Here is a cluster of 2 separate species, CHF2NO3 in total from the Open Molecules 2025 dataset. Energies are from the ωB97M-V functional and the def2-TZVPD basis.

Computed properties:
- LUMO level (spin up / spin down): -1.093 / -1.093 eV

The geometry in XYZ format:
```
8
CHF2NO3 the ωB97M-V functional and the def2-TZVPD basis
C -2.392 -0.288 0.171
N -1.213 0.560 -0.381
O -1.408 1.747 -0.359
O -0.584 0.140 -1.515
O -2.314 -1.346 0.635
F 0.182 0.168 0.599
F -3.426 0.428 -0.075
H -0.091 0.927 -1.888
```

***

(3)
Here is the ion C12H15N2O with charge +1 from the Open Molecules 2025 dataset. Energies are from the ωB97M-V functional and the def2-TZVPD basis.

Computed properties:
- Total charge: +1
- LUMO level: -3.162 eV
- SMILES: C=C(C)C(=C)c1ccccc1NC(=[NH2+])O

The geometry in XYZ format:
```
30
C12H15N2O the ωB97M-V functional and the def2-TZVPD basis
C -0.515 2.723 0.556
C 0.105 2.325 -0.513
C 0.544 3.339 -1.524
C 0.660 0.921 -0.533
C 1.902 0.443 -0.640
C -0.473 -0.050 -0.181
C -1.726 0.326 -0.759
C -2.919 -0.388 -0.583
C -2.963 -1.461 0.283
C -1.766 -1.809 0.973
C -0.560 -1.190 0.619
N 0.565 -1.755 1.387
C 1.561 -2.399 0.943
N 1.804 -2.813 -0.297
O 2.576 -2.677 1.739
H -0.661 3.720 0.831
H -0.676 2.096 1.424
H -0.279 4.107 -1.657
H 0.802 2.912 -2.505
H 1.412 3.933 -1.118
H 2.680 1.052 -0.907
H 1.991 -0.632 -0.665
H -1.715 1.278 -1.366
H -3.818 -0.065 -0.937
H -3.879 -1.848 0.590
H -1.656 -2.701 1.596
H 0.492 -1.643 2.444
H 1.289 -2.452 -1.148
H 2.698 -3.090 -0.645
H 2.525 -2.202 2.595
```

***

Respective ΔE to the lowest compared entry with this formula, charge and spin values: 0.818 3.281 1.717 eV.
Respective F_max values: 0.0064 0.0684 0.0758 Eh/bohr.